Entry from the Open Molecules 2025 dataset: 9 unconnected molecules or ions with the total composition C32H89N7O11 (ωB97M-V with the def2-TZVPD basis set).

Calculated values
ΔE to the lowest compared entry with this formula, charge and spin (kcal per mole): 117.4
SMILES string: COC[C@H](C)N.COC[C@H](C)N.COC[C@H](C)N.COC[C@H](C)N.COC[C@H](C)N.COC[C@H](C)N.COC[C@H](C)N.OCCO.OCCO
Total charge: 0
Max |F| (hartree/bohr): 0.06053
Frontier orbital gap (eV): 9.414

CARTESIAN COORDINATES (ANGSTROEM)
C1 -5.851 0.521 -1.739
C2 -4.976 1.446 -2.627
C3 -4.366 0.595 -3.726
O1 -3.384 -0.351 -3.348
C4 -3.013 -1.338 -4.337
N1 -5.820 2.555 -3.042
H1 -6.229 1.056 -0.868
H2 -5.187 -0.209 -1.276
H3 -6.703 -0.013 -2.158
H4 -4.215 1.814 -1.939
H5 -3.827 1.313 -4.345
H6 -5.114 0.065 -4.316
H7 -3.854 -1.997 -4.552
H8 -2.227 -1.936 -3.876
H9 -2.751 -0.919 -5.308
H10 -5.283 3.349 -3.360
H11 -6.303 2.926 -2.236
C5 -0.310 0.361 -2.088
C6 -0.607 -0.825 -1.188
C7 0.184 -0.677 0.119
O2 -0.069 0.516 0.819
C8 0.552 0.573 2.117
N2 -2.077 -0.861 -0.994
H12 -0.647 0.179 -3.108
H13 0.778 0.379 -2.158
H14 -0.541 1.332 -1.650
H15 -0.277 -1.757 -1.647
H16 1.253 -0.761 -0.078
H17 0.012 -1.475 0.840
H18 0.019 -0.021 2.859
H19 0.425 1.575 2.525
H20 1.611 0.315 2.074
H21 -2.298 0.025 -0.563
H22 -2.432 -0.727 -1.930
C9 1.542 -2.953 -4.281
C10 2.929 -2.695 -3.764
C11 3.508 -3.714 -2.716
O3 2.890 -3.358 -1.504
C12 3.303 -4.072 -0.371
N3 3.827 -2.503 -4.859
H23 1.148 -2.175 -4.934
H24 0.820 -3.052 -3.470
H25 1.521 -3.899 -4.822
H26 2.824 -1.764 -3.207
H27 4.595 -3.656 -2.658
H28 3.375 -4.765 -2.975
H29 3.281 -5.158 -0.467
H30 2.649 -3.777 0.450
H31 4.319 -3.780 -0.106
H32 4.306 -3.380 -5.001
H33 4.605 -1.911 -4.606
C13 3.041 3.555 -0.116
C14 3.704 2.518 0.862
C15 4.156 1.160 0.295
O4 4.476 0.270 1.357
C16 4.332 -1.080 1.157
N4 4.810 3.263 1.372
H34 2.192 3.138 -0.659
H35 3.698 3.797 -0.952
H36 2.746 4.426 0.470
H37 3.032 2.316 1.696
H38 5.018 1.251 -0.365
H39 3.374 0.758 -0.349
H40 4.503 -1.617 2.090
H41 4.949 -1.391 0.314
H42 3.265 -1.193 0.966
H43 5.307 2.554 1.892
H44 4.563 4.084 1.906
C17 2.510 -0.011 4.951
C18 2.909 -1.421 4.526
C19 4.471 -1.572 4.781
O5 4.740 -1.594 6.184
C20 5.994 -2.207 6.584
N5 2.213 -2.353 5.326
H45 2.668 0.130 6.021
H46 1.449 0.177 4.786
H47 3.075 0.720 4.374
H48 2.725 -1.597 3.466
H49 5.108 -0.943 4.159
H50 4.767 -2.556 4.414
H51 6.116 -1.809 7.591
H52 6.822 -1.938 5.927
H53 5.962 -3.296 6.562
H54 2.785 -3.180 5.414
H55 2.270 -1.991 6.267
C21 0.109 3.893 -3.189
C22 -1.373 3.925 -2.979
C23 -1.904 4.757 -1.753
O6 -1.281 4.491 -0.506
C24 -0.220 5.408 -0.199
N6 -1.867 4.375 -4.256
H56 0.522 3.301 -2.373
H57 0.547 4.886 -3.282
H58 0.303 3.354 -4.116
H59 -1.736 2.904 -2.866
H60 -2.906 4.335 -1.673
H61 -2.023 5.804 -2.032
H62 0.084 5.343 0.846
H63 -0.595 6.426 -0.303
H64 0.563 5.214 -0.931
H65 -1.514 5.311 -4.394
H66 -2.858 4.497 -4.101
C25 -2.661 2.275 2.933
C26 -3.438 2.130 1.617
C27 -4.171 3.403 1.146
O7 -5.065 4.069 2.091
C28 -5.519 5.307 1.527
N7 -2.579 1.722 0.533
H67 -2.069 1.381 3.129
H68 -3.340 2.466 3.763
H69 -1.942 3.094 2.903
H70 -4.196 1.365 1.785
H71 -4.838 3.078 0.348
H72 -3.538 4.214 0.788
H73 -5.845 5.191 0.494
H74 -4.655 5.958 1.392
H75 -6.274 5.786 2.150
H76 -1.803 1.230 0.952
H77 -2.157 2.574 0.192
C29 -1.654 -3.651 2.704
C30 -0.400 -3.667 3.644
O8 -0.274 -2.406 4.256
O9 -1.800 -4.873 2.072
H78 -1.558 -2.914 1.906
H79 -2.574 -3.364 3.213
H80 0.469 -3.931 3.041
H81 -0.518 -4.450 4.393
H82 0.605 -2.363 4.639
H83 -2.084 -4.638 1.186
C31 -1.186 -4.266 -1.556
C32 -1.209 -5.790 -1.891
O10 -0.314 -6.052 -2.953
O11 -2.064 -3.898 -0.571
H84 -1.324 -3.719 -2.489
H85 -0.151 -3.977 -1.375
H86 -2.242 -6.062 -2.107
H87 -0.848 -6.288 -0.991
H88 -0.198 -7.002 -3.029
H89 -2.102 -2.939 -0.603

***

Entry from the Open Molecules 2025 dataset: 2 unconnected molecules or ions with the total composition C10H16O (ωB97M-V with the def2-TZVPD basis set).

Calculated values
ΔE to the lowest compared entry with this formula, charge and spin (kcal per mole): 38.1
SMILES string: CCc1ccc(O)cc1.CC
Total charge: 0
Max |F| (hartree/bohr): 0.07284
Frontier orbital gap (eV): 9.315

CARTESIAN COORDINATES (ANGSTROEM)
C1 -0.389 -2.998 -2.186
C2 0.192 -3.938 -1.135
H1 -1.264 -3.479 -2.646
H2 -0.782 -2.132 -1.653
H3 0.287 -2.774 -3.011
H4 0.210 -4.958 -1.577
H5 -0.431 -3.988 -0.243
H6 1.258 -3.791 -0.916
C3 -0.564 0.485 -0.915
C4 -1.234 1.654 -1.746
C5 -0.053 1.053 0.387
C6 -0.393 0.490 1.615
C7 0.961 1.989 0.446
C8 0.038 0.878 2.870
C9 1.526 2.472 1.624
C10 0.958 1.967 2.792
O1 1.169 2.533 4.071
H7 -1.232 -0.338 -0.730
H8 0.282 0.163 -1.503
H9 -2.237 1.875 -1.414
H10 -1.135 -0.318 1.596
H11 1.414 2.214 -0.536
H12 -0.326 0.571 3.830
H13 2.357 3.169 1.657
H14 1.229 3.469 3.796
H15 -1.262 1.207 -2.755
H16 -0.577 2.524 -1.718

***

Entry from the Open Molecules 2025 dataset: a molecular structure, C30H22AuBrFIO3S (ωB97M-V with the def2-TZVPD basis set).

Calculated values
ΔE to the lowest compared entry with this formula, charge and spin (kcal per mole): 32.0
Spin multiplicity: 3
Total charge: 0
Max |F| (hartree/bohr): 0.06595
Expectation value of S²: 2.04
Frontier orbital gap (spin up / spin down) (eV): 5.639 / 4.755

CARTESIAN COORDINATES (ANGSTROEM)
Au1 -15.602 -15.068 0.187
C1 -18.935 -16.638 -2.610
C2 -17.654 -16.028 -2.121
O1 -17.375 -16.152 -0.900
C3 -16.914 -15.230 -3.053
C4 -16.884 -15.636 -4.377
C5 -16.454 -14.728 -5.361
C6 -15.856 -13.523 -5.033
C7 -15.661 -13.192 -3.722
C8 -16.176 -14.077 -2.674
O2 -15.926 -13.743 -1.459
H1 -19.436 -17.196 -1.776
H2 -18.839 -17.276 -3.479
H3 -19.600 -15.852 -2.973
H4 -17.215 -16.642 -4.702
H5 -16.511 -14.860 -6.426
H6 -15.377 -12.943 -5.849
H7 -15.240 -12.243 -3.235
Br1 -14.718 -9.181 2.221
C9 -13.022 -8.359 1.868
C10 -12.662 -7.425 2.877
C11 -11.404 -6.788 2.840
C12 -10.536 -7.186 1.839
C13 -10.918 -7.969 0.745
C14 -12.143 -8.661 0.815
I1 -12.609 -10.119 -0.533
H8 -13.259 -7.241 3.743
H9 -11.073 -6.142 3.601
H10 -9.574 -6.709 1.825
H11 -10.234 -8.201 -0.083
F1 -12.823 -10.977 5.107
C15 -13.523 -11.906 4.349
C16 -14.587 -12.632 4.935
C17 -15.171 -13.677 4.149
C18 -14.734 -13.953 2.866
C19 -13.695 -13.209 2.355
C20 -13.070 -12.200 3.050
H12 -15.020 -12.362 5.944
H13 -16.013 -14.288 4.560
H14 -13.297 -13.454 1.355
H15 -12.254 -11.747 2.564
C21 -19.710 -23.013 5.004
C22 -18.680 -22.032 4.379
O3 -17.609 -22.433 3.997
S1 -19.564 -20.480 4.083
C23 -18.282 -19.504 3.592
C24 -17.174 -19.222 4.359
C25 -16.307 -18.211 4.014
C26 -16.574 -17.400 2.888
C27 -17.566 -17.849 1.994
C28 -18.409 -18.891 2.312
C29 -15.937 -16.202 2.572
C30 -15.358 -15.110 2.187
H16 -20.035 -23.701 4.235
H17 -20.565 -22.456 5.476
H18 -19.150 -23.713 5.655
H19 -17.015 -19.932 5.193
H20 -15.533 -17.899 4.677
H21 -17.804 -17.226 1.123
H22 -19.251 -19.128 1.625

***

Entry from the Open Molecules 2025 dataset: 2 unconnected molecules or ions with the total composition C4H9N2O (ωB97M-V with the def2-TZVPD basis set).

Calculated values
ΔE to the lowest compared entry with this formula, charge and spin (kcal per mole): 14.7
Total charge: +1
Max |F| (hartree/bohr): 0.04784
Frontier orbital gap (eV): 10.788

CARTESIAN COORDINATES (ANGSTROEM)
C1 0.940 0.393 -0.621
C2 -0.481 0.160 -0.357
C3 -1.429 0.541 0.531
N1 -2.602 -0.146 0.304
C4 -2.397 -0.977 -0.719
N2 -1.166 -0.765 -1.173
H1 1.622 -0.041 0.119
H2 1.179 1.454 -0.661
H3 1.377 0.019 -1.549
H4 -1.255 1.365 1.207
H5 -3.452 -0.084 0.841
H6 -3.076 -1.690 -1.155
H7 -0.697 -1.560 -1.605
H8 4.332 -0.119 1.450
H9 3.620 1.172 1.868
O1 3.484 0.280 1.519

***

Entry from the Open Molecules 2025 dataset: 2 unconnected molecules or ions with the total composition C20H32ClN4O4S (ωB97M-V with the def2-TZVPD basis set).

Calculated values
ΔE to the lowest compared entry with this formula, charge and spin (kcal per mole): 374.5
Total charge: +1
Max |F| (hartree/bohr): 0.19239
Frontier orbital gap (eV): 6.186

CARTESIAN COORDINATES (ANGSTROEM)
C1 6.376 -1.051 0.492
C2 4.978 -0.227 0.834
C3 4.048 -0.006 -0.537
N1 2.661 0.334 -0.041
C4 1.564 -0.333 -0.839
N2 1.600 -1.715 -1.452
C5 0.438 -2.354 -2.242
C6 -0.987 -1.574 -2.462
C7 -1.154 -0.066 -1.816
C8 -2.587 0.694 -2.054
O1 -3.615 0.660 -1.167
O2 -2.728 1.491 -3.317
Cl1 -3.918 0.745 -4.303
C9 0.148 0.541 -1.012
C10 -0.027 2.045 -0.352
C11 -1.255 2.050 0.765
C12 -0.746 2.229 2.314
C13 -1.415 1.095 3.341
C14 -0.368 -0.089 3.778
C15 -0.088 -1.065 2.486
C16 -0.469 -2.657 2.759
S1 0.756 -3.701 1.784
C17 -0.042 -5.258 1.107
N3 0.367 -5.635 -0.306
N4 -0.365 -6.796 -0.636
C18 -1.220 -7.182 0.574
O3 -1.018 -6.204 1.694
H1 6.532 -1.832 1.365
H2 6.272 -1.695 -0.506
H3 7.332 -0.354 0.467
H4 4.408 -0.798 1.682
H5 5.312 0.864 1.184
H6 4.106 -0.907 -1.281
H7 4.547 0.917 -1.107
H8 2.552 0.213 0.990
H9 2.449 -2.322 -1.350
H10 0.561 -3.451 -2.685
H11 -1.846 -2.144 -3.057
H12 0.950 2.376 0.246
H13 -0.187 2.874 -1.179
H14 -1.998 2.922 0.438
H15 -1.827 1.013 0.716
H16 0.418 2.259 2.446
H17 -1.144 3.274 2.729
H18 -2.362 0.652 2.808
H19 -1.780 1.655 4.311
H20 -0.745 -0.706 4.717
H21 0.668 0.390 4.123
H22 -0.663 -0.692 1.530
H23 1.066 -1.048 2.234
H24 -1.547 -2.846 2.335
H25 -0.400 -2.963 3.892
H26 -1.946 -8.126 0.608
C19 -3.626 4.544 -3.808
C20 -3.792 4.990 -2.370
O4 -2.563 5.503 -1.877
H27 -2.851 3.774 -3.885
H28 -4.564 4.141 -4.202
H29 -3.309 5.380 -4.439
H30 -4.088 4.147 -1.739
H31 -4.556 5.768 -2.287
H32 -2.314 6.257 -2.439

***

Entry from the Open Molecules 2025 dataset: a single C4H8O3 molecule (ωB97M-V with the def2-TZVPD basis set).

Calculated values
ΔE to the lowest compared entry with this formula, charge and spin (kcal per mole): 20.8
SMILES string: C[C@@H](O)COC=O
Total charge: 0
Max |F| (hartree/bohr): 0.01002
Frontier orbital gap (eV): 11.166

CARTESIAN COORDINATES (ANGSTROEM)
C1 -1.555 1.064 -0.793
C2 -0.387 0.558 0.037
O1 -0.751 0.667 1.393
C3 -0.025 -0.893 -0.335
O2 1.389 -1.097 -0.550
C4 2.174 -0.922 0.504
O3 1.817 -0.585 1.609
H1 -2.427 0.411 -0.674
H2 -1.285 1.100 -1.854
H3 -1.833 2.069 -0.466
H4 0.495 1.182 -0.182
H5 0.007 0.338 1.901
H6 -0.471 -1.202 -1.282
H7 -0.367 -1.562 0.461
H8 3.218 -1.128 0.230

***

Entry from the Open Molecules 2025 dataset: 2 unconnected molecules or ions with the total composition C28H35IO7S (ωB97M-V with the def2-TZVPD basis set).

Calculated values
SMILES string: COCCCCCCCCCCC[C@@H]1OS(=O)(=O)O[C@H]1I.O=C1c2ccccc2C(=O)c2ccccc21
Total charge: 0
Max |F| (hartree/bohr): 0.05041
Frontier orbital gap (eV): 8.282

CARTESIAN COORDINATES (ANGSTROEM)
C1 -0.164 0.037 3.973
O1 -0.902 -0.579 2.943
C2 -1.674 -1.695 3.368
C3 -1.152 -3.008 2.774
C4 -1.889 -3.441 1.502
C5 -1.484 -2.614 0.267
C6 -2.646 -2.143 -0.629
C7 -2.327 -2.203 -2.133
C8 -2.882 -1.033 -2.969
C9 -1.789 -0.186 -3.631
C10 -0.690 0.247 -2.643
C11 -0.584 1.749 -2.328
C12 -0.536 2.665 -3.572
C13 -1.791 3.465 -3.956
O2 -1.348 4.667 -4.628
S1 -2.117 5.986 -4.224
O3 -3.000 6.399 -5.262
O4 -1.187 6.900 -3.646
O5 -2.989 5.324 -3.058
C14 -2.663 3.980 -2.783
I1 -4.476 2.862 -2.563
H1 -0.822 0.509 4.715
H2 0.489 -0.679 4.488
H3 0.457 0.808 3.513
H4 -2.705 -1.513 3.040
H5 -1.685 -1.745 4.464
H6 -0.090 -2.855 2.549
H7 -1.207 -3.803 3.525
H8 -1.717 -4.509 1.330
H9 -2.970 -3.336 1.665
H10 -0.950 -1.727 0.629
H11 -0.770 -3.181 -0.340
H12 -3.542 -2.738 -0.413
H13 -2.905 -1.110 -0.367
H14 -2.717 -3.140 -2.548
H15 -1.239 -2.258 -2.248
H16 -3.501 -0.379 -2.346
H17 -3.546 -1.420 -3.750
H18 -1.362 -0.753 -4.466
H19 -2.263 0.694 -4.082
H20 0.296 -0.071 -3.000
H21 -0.832 -0.274 -1.691
H22 -1.366 2.037 -1.619
H23 0.355 1.885 -1.785
H24 -0.273 2.039 -4.432
H25 0.264 3.403 -3.476
H26 -2.402 2.931 -4.685
H27 -2.193 3.920 -1.805
C15 4.237 -2.791 -0.786
C16 5.130 -3.153 0.217
C17 5.094 -2.513 1.445
C18 4.167 -1.503 1.673
C19 3.278 -1.133 0.663
C20 3.313 -1.784 -0.564
C21 2.287 -0.039 0.871
O6 1.504 0.273 0.000
C22 2.287 0.654 2.190
C23 1.390 1.695 2.402
C24 1.363 2.347 3.623
C25 2.229 1.959 4.640
C26 3.124 0.923 4.435
C27 3.158 0.268 3.209
C28 4.138 -0.839 3.010
O7 4.882 -1.188 3.900
H28 4.264 -3.296 -1.742
H29 5.854 -3.937 0.040
H30 5.776 -2.784 2.239
H31 2.612 -1.487 -1.333
H32 0.720 1.979 1.601
H33 0.667 3.159 3.785
H34 2.205 2.468 5.595
H35 3.805 0.607 5.214

***

Entry from the Open Molecules 2025 dataset: a molecular structure, C39H51ClO3P4Ru (ωB97M-V with the def2-TZVPD basis set).

Calculated values
Spin multiplicity: 5
Total charge: +2
Max |F| (hartree/bohr): 0.09368
Expectation value of S²: 6.03
Frontier orbital gap (spin up / spin down) (eV): 7.085 / 2.961

CARTESIAN COORDINATES (ANGSTROEM)
P1 3.166 1.294 -2.484
C1 4.925 0.817 -2.726
C2 5.451 0.274 -3.909
H1 4.798 0.072 -4.758
C3 6.819 -0.005 -4.007
H2 7.218 -0.407 -4.938
C4 7.667 0.229 -2.921
H3 8.734 0.015 -3.000
C5 7.141 0.744 -1.727
H4 7.799 0.929 -0.876
C6 5.780 1.028 -1.623
H5 5.363 1.423 -0.693
C7 2.423 0.603 -4.017
C8 2.046 -0.757 -3.969
H6 2.186 -1.319 -3.041
C9 1.524 -1.378 -5.102
H7 1.252 -2.436 -5.064
C10 1.354 -0.655 -6.290
H8 0.950 -1.146 -7.177
C11 1.708 0.698 -6.336
H9 1.580 1.268 -7.255
C12 2.233 1.328 -5.202
H10 2.498 2.385 -5.247
C13 3.249 3.079 -2.921
C14 4.368 3.703 -3.494
H11 5.282 3.135 -3.674
C15 4.317 5.058 -3.842
H12 5.189 5.526 -4.300
C16 3.158 5.803 -3.607
H13 3.116 6.857 -3.888
C17 2.049 5.192 -3.007
H14 1.141 5.770 -2.821
C18 2.097 3.846 -2.644
H15 1.244 3.377 -2.146
Ru1 -0.471 -0.695 2.032
C19 -2.275 -0.513 0.980
C20 -2.298 -0.226 -0.339
H16 -3.224 -0.707 1.507
C21 -0.973 0.059 -1.006
O1 -0.961 1.453 -1.412
H17 -0.119 1.667 -1.859
C22 0.067 -0.171 0.011
H18 -0.810 -0.613 -1.871
C23 1.070 0.102 0.736
Cl1 1.429 -0.993 3.443
P2 -0.885 1.366 3.008
P3 -0.158 -2.958 1.667
C24 -0.445 1.475 4.769
H19 0.632 1.293 4.851
H20 -0.953 0.675 5.324
H21 -0.715 2.457 5.179
C25 0.058 2.689 2.201
H22 -0.215 2.724 1.140
H23 1.123 2.447 2.293
H24 -0.161 3.653 2.678
C26 -2.620 1.898 2.916
H25 -3.242 1.129 3.392
H26 -2.918 1.995 1.865
H27 -2.758 2.857 3.433
C27 -0.124 -4.034 3.137
H28 -1.138 -4.106 3.550
H29 0.526 -3.558 3.883
H30 0.244 -5.036 2.883
C28 -1.463 -3.682 0.631
H31 -1.519 -3.141 -0.321
H32 -2.421 -3.571 1.155
H33 -1.262 -4.743 0.440
C29 1.412 -3.272 0.811
H34 2.225 -2.876 1.430
H35 1.403 -2.749 -0.151
H36 1.535 -4.350 0.653
P4 -3.836 -0.004 -1.283
C30 -5.187 -0.778 -0.418
C31 -3.565 -0.778 -2.874
H37 -5.343 -0.286 0.552
H38 -4.976 -1.844 -0.260
H39 -6.094 -0.674 -1.032
H40 -2.687 -0.337 -3.363
H41 -4.455 -0.623 -3.497
H42 -3.402 -1.854 -2.735
C32 -4.084 1.760 -1.442
H43 -4.314 2.184 -0.457
H44 -4.921 1.942 -2.128
H45 -3.162 2.216 -1.823
H46 2.103 0.396 0.787
O2 -0.869 -1.559 5.529
C33 -1.874 -1.728 4.827
O3 -2.018 -1.493 3.556
C34 -3.116 -2.267 5.519
C35 -2.979 -2.852 6.788
C36 -4.095 -3.318 7.487
C37 -5.378 -3.189 6.934
C38 -5.529 -2.606 5.664
C39 -4.404 -2.153 4.956
H47 -1.983 -2.919 7.225
H48 -3.960 -3.778 8.466
H49 -6.249 -3.541 7.488
H50 -6.528 -2.511 5.234
H51 -4.516 -1.701 3.968